C24H63Cl2O24P5 | ωB97M-V/def2-TZVPD

CARTESIAN COORDINATES (ANGSTROEM)
C -5.72 -1.66 3.48
Cl -4.41 -2.22 4.55
Cl -5.12 -0.89 1.99
H -6.47 -2.43 3.29
H -6.37 -0.98 4.02
C 4.21 3.75 -1.95
O 3.70 3.80 -3.24
P 2.16 4.14 -3.59
O 1.75 3.92 -5.03
O 1.38 3.20 -2.42
C 1.27 1.79 -2.73
O 1.96 5.62 -2.91
C 2.56 6.78 -3.39
H 4.45 2.68 -1.88
H 3.44 4.01 -1.23
H 5.13 4.13 -1.50
H 1.86 1.20 -2.02
H 1.65 1.65 -3.74
H 0.28 1.34 -2.81
H 3.37 6.53 -4.07
H 2.95 7.23 -2.48
H 1.76 7.50 -3.58
C -3.17 -4.24 1.00
O -2.19 -4.18 2.05
P -2.21 -5.32 3.24
O -3.22 -6.42 3.18
O -0.63 -5.80 3.05
C -0.34 -6.71 1.94
O -2.10 -4.48 4.63
C -0.93 -3.86 5.02
H -3.72 -3.30 0.91
H -3.87 -5.07 1.07
H -2.70 -4.43 0.04
H 0.59 -6.45 1.44
H -1.13 -6.83 1.21
H 0.02 -7.69 2.24
H -0.26 -3.71 4.18
H -0.47 -4.28 5.92
H -1.02 -2.80 5.23
C 5.43 -4.87 -1.47
O 4.47 -4.05 -0.85
P 3.02 -4.57 -0.26
O 3.10 -5.79 0.59
O 2.59 -3.23 0.49
C 1.43 -3.26 1.25
O 2.13 -4.81 -1.58
C 1.20 -5.92 -1.68
H 6.42 -4.56 -1.12
H 5.34 -4.84 -2.56
H 5.25 -5.90 -1.17
H 0.59 -3.33 0.57
H 1.52 -2.33 1.81
H 1.38 -4.05 1.99
H 1.37 -6.41 -2.64
H 0.18 -5.55 -1.61
H 1.28 -6.70 -0.92
C -1.60 0.32 -4.97
O -2.11 -0.92 -5.58
P -2.57 -2.05 -4.55
O -1.58 -2.34 -3.47
O -4.02 -1.56 -3.97
C -5.23 -1.39 -4.76
O -2.96 -3.34 -5.43
C -2.91 -4.54 -4.80
H -0.52 0.18 -4.91
H -1.96 0.57 -3.97
H -1.77 1.24 -5.53
H -5.10 -1.81 -5.75
H -5.42 -0.33 -4.97
H -6.13 -1.85 -4.34
H -2.93 -5.26 -5.62
H -3.65 -4.84 -4.05
H -1.99 -4.78 -4.27
C 1.96 1.60 1.46
O 1.40 0.49 0.89
P -0.17 0.23 1.16
O -1.04 1.38 1.19
O -0.15 -0.61 2.59
C -1.42 -0.78 3.27
O -0.51 -0.90 0.14
C -1.78 -0.93 -0.41
H 2.84 1.28 2.03
H 1.27 2.08 2.14
H 2.37 2.31 0.75
H -2.34 -0.37 2.86
H -1.36 -0.32 4.25
H -1.52 -1.82 3.60
H -1.82 -1.64 -1.23
H -2.04 0.09 -0.70
H -2.59 -1.16 0.28
O -1.30 6.95 -0.30
C -1.93 5.94 0.05
O -2.96 5.82 0.85
C -3.55 6.89 1.54
C -4.85 7.37 0.95
C -1.47 4.62 -0.59
H -2.84 7.71 1.62
H -3.63 6.69 2.61
H -4.60 7.82 -0.01
H -5.46 7.99 1.61
H -5.47 6.54 0.63
H -1.29 4.55 -1.66
H -2.03 3.74 -0.28
H -0.54 4.49 -0.04
O 4.29 4.29 4.68
C 3.97 4.21 3.46
O 4.72 3.86 2.36
C 6.07 3.43 2.52
C 6.07 2.06 3.31
C 2.61 4.65 3.05
H 6.50 4.25 3.10
H 6.62 3.32 1.59
H 5.12 1.61 3.61
H 6.47 2.29 4.30
H 6.68 1.30 2.82
H 2.52 5.72 3.27
H 1.92 4.08 3.67
H 2.56 4.25 2.04

The value obtained for the total energy is -5385.4327 Ha. As for the HOMO energy (spin up / spin down): 0.557 / -8.230 eV. As for the expectation value of S²: 0.750. The charge is -1. The LUMO energy (spin up / spin down) is 1.886 / 1.832 eV. The value obtained for the HOMO-LUMO gap (spin up / spin down) is 0.04883 / 0.36978 Ha. The multiplicity is 2.

Atomic partial charges in e from the Löwdin method, atoms 1 to 6: number 1, C, carries -1.04; number 2, Cl, carries 0.51; number 3, Cl, carries 0.37; number 4, H, carries 0.02; number 5, H, carries 0.01; number 6, C, carries -0.15

=====

C29H35IN2O18 | ωB97M-V/def2-TZVPD

CARTESIAN COORDINATES (ANGSTROEM)
I -3.72 -2.84 4.44
C -2.29 -1.97 2.97
C -1.57 -3.19 2.14
C -0.74 -2.71 0.79
C -1.81 -1.86 -0.16
C -3.31 -2.50 -0.33
C -4.39 -1.64 -1.23
C -3.90 -0.22 -1.90
C -2.36 0.41 -1.73
N -2.11 1.73 -2.39
C -0.70 2.16 -2.08
C 0.40 1.33 -1.22
N 0.10 0.00 -0.58
C -1.31 -0.44 -0.82
H -2.94 -1.24 2.32
H -1.47 -1.28 3.50
H -2.36 -4.04 1.86
H -0.77 -3.73 2.83
H 0.16 -2.03 1.17
H -0.28 -3.63 0.20
H -3.69 -3.50 0.16
H -5.49 -2.04 -1.36
H -4.70 0.40 -2.53
H -0.36 3.22 -2.52
H 1.49 1.77 -1.08
O -1.79 8.19 -2.93
C -2.20 7.06 -2.76
O -1.61 6.14 -1.94
C -2.51 5.04 -1.84
C -3.32 5.15 -3.08
O -3.31 6.54 -3.36
H -1.96 4.10 -1.78
H -3.11 5.16 -0.93
H -2.87 4.62 -3.93
H -4.35 4.79 -2.94
O -5.04 2.40 -4.38
C -4.85 2.97 -5.44
O -3.64 3.42 -5.87
C -3.80 3.81 -7.22
C -5.26 4.10 -7.32
O -5.83 3.24 -6.35
H -3.18 4.69 -7.45
H -3.49 2.98 -7.86
H -5.50 5.13 -7.07
H -5.66 3.87 -8.32
O -3.30 -8.68 6.75
C -3.10 -7.50 7.01
O -4.04 -6.66 7.55
C -3.36 -5.47 7.90
C -2.16 -5.48 7.01
O -1.92 -6.86 6.80
H -4.00 -4.60 7.73
H -3.10 -5.52 8.96
H -2.35 -5.00 6.04
H -1.29 -5.00 7.48
O 1.62 -4.10 2.70
C 2.56 -3.75 2.01
O 3.72 -3.23 2.50
C 4.64 -3.17 1.42
C 3.74 -3.13 0.22
O 2.59 -3.83 0.65
H 5.27 -2.28 1.49
H 5.27 -4.06 1.44
H 3.46 -2.11 -0.06
H 4.19 -3.62 -0.65
O 7.21 -2.70 0.81
C 7.86 -2.90 1.83
O 7.39 -3.55 2.93
C 8.50 -3.77 3.78
C 9.47 -2.71 3.36
O 9.15 -2.50 2.00
H 8.21 -3.67 4.83
H 8.88 -4.78 3.60
H 9.32 -1.77 3.91
H 10.51 -3.03 3.47
O 2.52 3.51 -1.45
C 2.57 4.63 -1.93
O 2.50 5.78 -1.21
C 2.83 6.84 -2.09
C 2.52 6.28 -3.43
O 2.72 4.89 -3.26
H 2.24 7.73 -1.86
H 3.89 7.08 -1.97
H 1.47 6.45 -3.73
H 3.17 6.67 -4.22

The value obtained for the total energy is -2887.2022 Ha. The structure (SMILES) is ICCCc1cccc2nccnc12.O=C1OCCO1.O=C1OCCO1.O=C1OCCO1.O=C1OCCO1.O=C1OCCO1.O=C1OCCO1. As for the HOMO energy: -7.934 eV. Its energy above the lowest of the compared OMol25 structures with the same formula, charge and spin is 294.2 kcal/mol. The LUMO energy is -0.954 eV. The value obtained for the HOMO-LUMO gap is 0.25650 Ha.

Atomic partial charges in e from the Löwdin method, atoms 1 to 6: number 1, I, carries 0.68; number 2, C, carries -0.61; number 3, C, carries -0.32; number 4, C, carries -0.18; number 5, C, carries -0.09; number 6, C, carries -0.02

=====

C8H15N | ωB97M-V/def2-TZVPD

CARTESIAN COORDINATES (ANGSTROEM)
H -1.45 0.50 -2.34
N -0.52 0.55 -1.95
C -0.42 0.09 -0.79
C -1.55 -0.38 0.03
C -1.75 -1.67 0.27
C -2.38 0.71 0.66
C 1.02 0.09 -0.13
C 2.06 -0.15 -1.22
C 1.22 1.50 0.45
C 1.15 -0.95 0.96
H -2.63 -2.02 0.79
H -1.20 -2.44 -0.25
H -3.27 0.29 1.14
H -1.81 1.24 1.42
H -2.69 1.43 -0.09
H 1.95 -1.15 -1.64
H 1.93 0.56 -2.03
H 3.07 -0.06 -0.81
H 2.23 1.59 0.86
H 1.09 2.25 -0.32
H 0.51 1.70 1.25
H 0.30 -0.87 1.68
H 2.09 -0.86 1.48
H 1.06 -1.96 0.57

The value obtained for the total energy is -368.5449 Ha. The structure (SMILES) is [H]/N=C(\C(=C)C)C(C)(C)C. As for the HOMO energy: -9.490 eV. Its energy above the lowest of the compared OMol25 structures with the same formula, charge and spin is 17.4 kcal/mol. The LUMO energy is 0.872 eV. The value obtained for the HOMO-LUMO gap is 0.38083 Ha.

Atomic partial charges in e from the natural (NBO) method, atoms 1 to 6: number 1, H, carries 0.34; number 2, N, carries -0.63; number 3, C, carries 0.32; number 4, C, carries -0.06; number 5, C, carries -0.39; number 6, C, carries -0.63

=====

C5H12O | ωB97M-V/def2-TZVPD

CARTESIAN COORDINATES (ANGSTROEM)
C -2.66 0.42 -0.16
C -1.36 -0.24 -0.62
C -0.32 -0.33 0.50
C 1.01 -0.94 0.05
O 2.10 -0.46 0.82
C 2.71 0.68 0.26
H -3.14 -0.17 0.63
H -3.37 0.53 -0.98
H -2.47 1.42 0.24
H -0.92 0.34 -1.44
H -1.58 -1.23 -1.03
H -0.14 0.68 0.88
H -0.72 -0.90 1.35
H 1.01 -2.03 0.17
H 1.19 -0.72 -1.02
H 3.18 1.25 1.07
H 1.99 1.32 -0.26
H 3.49 0.38 -0.47

The value obtained for the total energy is -272.9188 Ha. The structure (SMILES) is CCCCOC. As for the HOMO energy: -9.613 eV. Its energy above the lowest of the compared OMol25 structures with the same formula, charge and spin is 18.7 kcal/mol. The LUMO energy is 1.138 eV. The value obtained for the HOMO-LUMO gap is 0.39508 Ha.

Atomic partial charges in e from the natural (NBO) method, atoms 1 to 6: number 1, C, carries -0.60; number 2, C, carries -0.39; number 3, C, carries -0.43; number 4, C, carries -0.06; number 5, O, carries -0.54; number 6, C, carries -0.25

=====

C50H56AsBN2O2Ta | ωB97M-V/def2-TZVPD

CARTESIAN COORDINATES (ANGSTROEM)
Ta 1.02 -1.19 0.38
C 1.85 1.07 5.97
C 1.32 0.56 4.63
C 0.71 1.72 3.83
C 0.26 -0.52 4.77
C -0.64 -0.46 5.83
C -1.69 -1.36 5.94
C -1.89 -2.30 4.95
C -1.02 -2.40 3.86
C -1.30 -3.45 2.81
C -2.47 -2.99 1.93
C -1.59 -4.83 3.41
C 0.07 -1.52 3.79
N 1.05 -1.60 2.74
C 2.26 -1.94 3.06
C 3.33 -1.83 2.15
C 4.67 -2.13 2.34
C 5.33 -1.82 1.15
C 4.36 -1.35 0.26
N 3.15 -1.34 0.86
C 4.53 -0.97 -1.19
C 3.82 0.36 -1.48
C 3.97 -2.11 -2.06
C 6.02 -0.80 -1.52
H 2.74 1.68 5.80
H 2.14 0.24 6.63
H 1.12 1.68 6.49
H 2.17 0.18 4.07
H -0.18 2.10 4.32
H 0.43 1.39 2.82
H 1.43 2.53 3.73
H -0.51 0.29 6.60
H -2.36 -1.31 6.78
H -2.72 -2.98 5.02
H -0.41 -3.56 2.19
H -3.35 -2.82 2.55
H -2.71 -3.75 1.19
H -2.23 -2.06 1.41
H -2.55 -4.85 3.93
H -0.80 -5.12 4.11
H -1.64 -5.57 2.61
H 2.48 -2.31 4.06
H 5.10 -2.53 3.25
H 6.38 -1.92 0.95
H 2.75 0.32 -1.23
H 3.90 0.60 -2.54
H 4.28 1.16 -0.90
H 2.97 -2.42 -1.72
H 4.62 -2.98 -2.01
H 3.89 -1.79 -3.10
H 6.47 -0.04 -0.88
H 6.14 -0.48 -2.56
H 6.56 -1.73 -1.38
C 0.20 -2.95 -0.10
H 0.83 -3.85 -0.16
H -0.84 -3.19 -0.30
C 1.69 -0.72 -7.48
C 1.92 0.31 -6.58
C 1.58 0.16 -5.25
C 0.99 -1.01 -4.81
C 0.76 -2.05 -5.71
C 1.11 -1.90 -7.04
As 0.55 -1.19 -2.90
C -0.69 -2.68 -2.92
C -0.37 -4.03 -3.05
C -1.36 -4.98 -2.87
C -2.66 -4.59 -2.56
C -2.98 -3.24 -2.46
C -2.00 -2.28 -2.64
C -2.20 -0.82 -2.60
C -3.41 -0.16 -2.43
C -3.46 1.22 -2.52
C -2.31 1.96 -2.77
C -1.09 1.31 -2.90
C -1.03 -0.07 -2.81
H 1.97 -0.61 -8.52
H 2.37 1.24 -6.93
H 1.77 0.97 -4.55
H 0.29 -2.97 -5.37
H 0.92 -2.70 -7.74
H 0.64 -4.33 -3.28
H -1.12 -6.03 -2.96
H -3.42 -5.34 -2.40
H -4.00 -2.95 -2.24
H -4.32 -0.72 -2.25
H -4.41 1.73 -2.40
H -2.37 3.04 -2.86
H -0.19 1.88 -3.09
C -1.25 6.82 -0.51
C -2.48 6.14 0.09
C -2.81 6.84 1.42
C -3.65 6.30 -0.90
C -2.25 4.65 0.35
C -3.31 3.88 0.84
C -3.22 2.51 1.05
C -2.01 1.92 0.76
O -1.63 0.60 0.83
B -0.32 0.56 0.41
O 0.13 1.83 0.08
C -0.94 2.68 0.30
C -1.03 4.03 0.08
H -1.47 7.87 -0.69
H -0.98 6.36 -1.46
H -0.40 6.76 0.17
H -2.99 7.90 1.24
H -1.98 6.74 2.12
H -3.70 6.42 1.90
H -3.77 7.36 -1.15
H -4.59 5.94 -0.49
H -3.44 5.75 -1.82
H -4.26 4.36 1.06
H -4.07 1.93 1.40
H -0.18 4.58 -0.30

The value obtained for the total energy is -4516.3470 Ha. As for the HOMO energy: -10.634 eV. The charge is +1. The LUMO energy is -4.077 eV. The value obtained for the HOMO-LUMO gap is 0.24096 Ha.

Atomic partial charges in e from the Löwdin method, atoms 1 to 6: number 1, Ta, carries 1.65; number 2, C, carries -0.07; number 3, C, carries -0.37; number 4, C, carries -0.03; number 5, C, carries -0.14; number 6, C, carries -0.03

=====

C5H8O | ωB97M-V/def2-TZVPD

CARTESIAN COORDINATES (ANGSTROEM)
C -0.38 -0.85 -1.59
C 0.08 -0.85 -0.27
C 1.15 0.55 0.24
C 0.39 1.36 1.09
O -1.48 0.65 0.64
C -1.20 -0.53 0.41
H -0.92 0.00 -1.99
H -0.14 -1.66 -2.27
H 0.54 -1.79 0.05
H 1.43 1.00 -0.71
H 1.97 -0.02 0.69
H 0.10 2.37 0.83
H 0.32 1.12 2.15
H -1.85 -1.35 0.72

The value obtained for the total energy is -270.3881 Ha. As for the HOMO energy (spin up / spin down): -7.196 / -7.202 eV. Its energy above the lowest of the compared OMol25 structures with the same formula, charge and spin is 106.6 kcal/mol. The LUMO energy (spin up / spin down) is 0.363 / 0.367 eV. The value obtained for the HOMO-LUMO gap (spin up / spin down) is 0.27779 / 0.27816 Ha.

Atomic partial charges in e from the natural (NBO) method, atoms 1 to 6: number 1, C, carries -0.49; number 2, C, carries -0.29; number 3, C, carries -0.52; number 4, C, carries -0.16; number 5, O, carries -0.53; number 6, C, carries 0.34

=====

Number 1: F_max 0.0820 Eh/bohr. Number 2: F_max 0.1441 Eh/bohr. Number 3: F_max 0.0278 Eh/bohr. Number 4: F_max 0.0055 Eh/bohr. Number 5: F_max 0.0966 Eh/bohr. Number 6: F_max 0.0061 Eh/bohr.